Computed, not measured: a 2-piece molecular cluster, C5H9NO4 overall at a distorted geometry, with ωB97M-V/def2-TZVPD.

Cartesian coordinates (Å):
C -1.68 -0.62 1.14
C -0.61 2.44 -0.60
C 0.11 1.26 -1.19
O -0.65 -0.67 0.15
O -0.03 0.81 -2.30
H -2.16 0.36 1.13
H -1.34 -0.81 2.16
H -2.44 -1.37 0.90
H -0.05 2.91 0.20
H -0.81 3.15 -1.41
H -1.57 2.12 -0.18
C 1.28 -2.13 -0.10
C 0.75 -0.96 0.67
N 1.44 0.88 -0.45
O 2.45 0.63 -1.08
O 1.01 -0.74 1.85
H 1.06 -3.07 0.41
H 2.37 -2.03 -0.18
H 0.87 -2.15 -1.11

Values from the calculation:
ΔE to the lowest compared entry with this formula, charge and spin = 5.4943 eV
calculated total energy = -551.48789 Eh
orbital gap (alpha / beta) = 7.9 / 7.9 eV
highest occupied orbital energy (alpha / beta) = -9.03 / -9.14 eV
lowest unoccupied orbital energy (alpha / beta) = -1.1 / -1.3 eV
net charge = 0